No. 1
The following is a DFT calculation (wB97M-V/def2-TZVPD) of a structure of composition C46H64BrCaN2O7Se at a distorted geometry.

Geometry (Å):
Ca 0.294 -0.540 0.079
C -6.246 3.191 -1.415
C -5.341 4.068 -0.583
C -6.176 4.445 0.676
C -5.051 5.382 -1.344
C -4.094 3.211 -0.245
C -3.278 2.495 -1.222
C -2.250 1.620 -0.767
Se -1.005 0.900 -1.988
C 0.441 2.204 -2.029
C 0.206 3.341 -2.749
C 1.238 4.351 -2.975
C 2.444 3.953 -2.371
C 2.668 2.795 -1.581
C 1.623 1.949 -1.295
O 1.649 1.002 -0.389
C 3.955 2.620 -0.828
C 4.277 1.125 -0.469
C 3.696 3.509 0.438
C 5.159 3.131 -1.667
C 1.122 5.712 -3.652
C 1.056 5.592 -5.161
C -0.195 6.302 -3.206
C 2.286 6.592 -3.304
C -2.134 1.282 0.595
O -1.396 0.289 1.000
C -2.873 1.953 1.521
C -3.824 2.905 1.096
C -2.746 1.696 3.037
C -1.623 0.688 3.490
C -4.126 1.194 3.556
C -2.497 3.031 3.790
H -7.213 3.686 -1.662
H -6.412 2.248 -0.872
H -5.768 2.957 -2.375
H -7.090 4.990 0.383
H -5.601 5.151 1.376
H -6.463 3.512 1.155
H -5.975 5.840 -1.725
H -4.424 5.182 -2.239
H -4.486 6.116 -0.751
H -3.460 2.605 -2.291
H -0.783 3.411 -3.223
H 3.271 4.621 -2.524
H 5.216 1.139 0.070
H 4.402 0.622 -1.440
H 3.567 0.588 0.138
H 2.978 3.042 1.139
H 3.252 4.442 0.071
H 4.612 3.770 1.011
H 5.382 2.365 -2.380
H 6.023 3.154 -1.013
H 5.027 4.086 -2.177
H 0.186 5.009 -5.441
H 1.936 5.069 -5.487
H 1.018 6.559 -5.629
H -1.036 5.738 -3.609
H -0.358 7.339 -3.471
H -0.279 6.190 -2.121
H 3.199 6.141 -3.685
H 2.340 6.719 -2.219
H 2.237 7.566 -3.773
H -4.446 3.404 1.822
H -1.812 -0.298 3.050
H -1.640 0.592 4.590
H -0.641 1.095 3.172
H -4.285 0.146 3.263
H -4.925 1.784 3.093
H -4.223 1.299 4.661
H -1.576 3.518 3.427
H -2.359 2.821 4.868
H -3.327 3.701 3.664
C 2.017 -1.274 4.736
O 0.786 -2.001 5.001
C 1.251 -3.386 5.135
C 0.216 -4.486 4.811
O -0.414 -4.243 3.571
C -1.611 -5.000 3.297
H 2.770 -1.447 5.492
H 1.807 -0.206 4.704
H 2.440 -1.612 3.761
H 1.485 -3.632 6.169
H 2.109 -3.520 4.484
H -0.511 -4.638 5.602
H 0.819 -5.396 4.784
H -1.446 -6.073 3.444
H -1.828 -4.782 2.250
H -2.431 -4.667 3.908
C -1.633 -3.106 -2.926
O -1.000 -3.675 -1.811
C -0.160 -4.720 -2.080
C -0.683 -5.781 -2.899
C 0.080 -6.897 -2.942
Br -0.679 -8.436 -3.647
C 1.246 -7.078 -2.209
C 1.716 -5.950 -1.489
C 1.094 -4.702 -1.481
O 1.498 -3.638 -0.656
C 2.898 -6.196 -0.721
N 3.617 -7.265 -0.709
C 4.634 -6.984 0.230
C 5.751 -7.681 0.594
C 6.386 -7.157 1.727
C 6.019 -5.981 2.386
C 5.023 -5.174 1.891
C 4.406 -5.708 0.801
N 3.274 -5.204 0.159
H -0.928 -3.064 -3.751
H -1.995 -2.085 -2.699
H -2.437 -3.772 -3.242
H -1.593 -5.646 -3.457
H 1.771 -8.011 -2.113
H 2.356 -3.842 -0.197
H 6.093 -8.581 0.110
H 7.224 -7.727 2.072
H 6.529 -5.735 3.313
H 4.716 -4.232 2.392
H 2.500 -4.971 0.791
O -6.977 -3.076 -0.685
H -6.038 -2.844 -0.459
H -7.213 -3.663 -0.005
H 1.722 -4.960 -8.316

Calculated total energy, eV: -219877.5758
Molar mass, g/mol: 955.97
2S+1: 1
Net charge: -1

***

No. 2
The following is a DFT calculation (wB97M-V/def2-TZVPD) of a cluster of 11 separate species, C3H28N2O12 in total at a distorted geometry.

Geometry (Å):
N -1.713 -0.766 0.580
C -0.913 -0.177 -0.339
O -0.194 -0.874 -1.060
N -0.862 1.196 -0.468
C -1.169 1.995 0.731
C 0.058 2.275 1.547
O 0.714 1.034 1.925
H -2.568 -0.317 0.861
H -1.694 -1.781 0.651
H -0.075 1.535 -1.007
H -1.936 1.562 1.378
H -1.545 2.938 0.303
H 0.823 2.838 1.009
H -0.222 2.684 2.519
H 1.401 0.846 1.240
O 2.229 2.367 -1.944
H 2.376 1.428 -1.766
H 2.947 2.799 -1.469
O 0.002 -4.615 -1.692
H 0.061 -3.951 -2.408
H -0.926 -4.473 -1.430
O 0.758 -2.260 2.583
H 0.914 -2.020 3.530
H 0.428 -1.429 2.248
O 2.983 0.219 0.501
H 3.149 -0.183 1.376
H 2.957 -0.451 -0.204
O -3.715 0.846 -1.180
H -2.828 1.217 -1.000
H -3.968 1.130 -2.038
O -1.445 -3.565 1.361
H -1.209 -4.259 0.728
H -0.565 -3.486 1.778
O 2.605 -1.261 -1.272
H 2.698 -1.236 -2.225
H 1.696 -1.529 -1.092
O 0.015 4.332 -1.450
H 0.737 3.936 -1.979
H 0.528 4.679 -0.710
O -1.717 -0.942 3.530
H -1.456 -1.779 3.104
H -1.276 -0.281 2.974
O 0.807 0.207 -3.255
H 0.525 -0.192 -4.065
H 0.586 -0.237 -2.400

Calculated total energy, eV: -31116.9900
Molar mass, g/mol: 284.26
SMILES string: NC(=O)NCCO.O.O.O.O.O.O.O.O.O.O
2S+1: 1
Energy relative to the best compared isomer or geometry (same formula, charge and spin), kcal per mole: 42.69

***

No. 3
The following is a DFT calculation (wB97M-V/def2-TZVPD) of the ion C7H13N2S with charge +1 at a distorted geometry.

Geometry (Å):
C 2.805 0.131 -0.263
C 1.512 0.149 1.586
C 1.723 -0.892 -0.576
C -1.714 2.166 -0.186
C 0.539 -2.087 1.229
C -0.410 1.311 -0.043
C -0.586 -0.203 0.152
N 2.605 0.635 0.946
N 0.700 -0.816 0.465
S 1.100 0.104 3.094
H 3.691 0.209 -0.883
H 1.118 -0.670 -1.575
H 2.153 -1.863 -0.753
H -2.067 2.220 -1.206
H -2.446 1.791 0.408
H -1.431 3.151 0.153
H -0.090 -2.593 0.542
H 1.459 -2.607 1.424
H -0.021 -2.046 2.199
H 0.225 1.640 0.808
H 0.302 1.443 -0.828
H -1.134 -0.187 1.119
H -1.275 -0.460 -0.806

Calculated total energy, eV: -21273.3159
Molar mass, g/mol: 157.26
2S+1: 3
Net charge: +1
Energy relative to the best compared isomer or geometry (same formula, charge and spin), kcal per mole: 0.00